(1)
54
Properties=species:S:1:pos:R:3:forces:R:3:lowdin_charge:R:1 method="wB97M-V/def2-TZVPD" max_force_ev_per_a=1.01 de_lowest_ev=0.2725 homo_lumo_gap_ha=0.2795 e_homo_ev=-7.75 lumo_ev=-0.15 energy_ha=-3508.72646
Al 0.844992 1.843711 0.613925 0.2491 0.3809 -0.8997 -0.459
O -0.919609 2.040424 1.526378 0.0760 0.1841 -0.0011 -0.366
S -0.346173 1.578823 2.828831 -0.3568 -0.2716 0.6187 0.594
O -0.532840 2.432409 3.947181 -0.1007 -0.0406 0.1404 -0.218
O 1.077780 1.323011 2.433458 -0.0773 0.1618 0.2379 -0.304
C -1.103340 0.006946 3.128081 0.0073 -0.0217 -0.0522 -0.254
C -1.626575 -0.265483 4.381606 0.0922 0.1748 0.0328 -0.037
C -2.303823 -1.457002 4.582844 -0.0081 -0.0612 -0.0462 -0.053
C -2.486949 -2.335117 3.522586 -0.0096 -0.0316 0.0604 -0.052
C -1.942657 -2.060640 2.276807 0.0135 0.1043 0.0582 -0.068
C -1.213299 -0.894307 2.068689 0.0765 -0.1082 -0.0186 -0.302
P -0.352087 -0.552245 0.481549 -0.2706 -0.3356 0.0752 1.096
C 0.614848 -2.062540 0.187352 0.1178 0.1573 0.0077 -0.340
C 1.065784 -2.862122 1.236736 -0.0522 0.0471 -0.0673 -0.077
C 1.960389 -3.892339 0.990562 0.0090 -0.0521 0.0083 -0.074
C 2.415175 -4.130832 -0.297653 0.0114 -0.0100 0.0188 -0.076
C 1.976245 -3.334492 -1.345683 -0.0124 -0.0123 -0.0304 -0.065
C 1.090207 -2.297028 -1.104947 0.0097 0.0426 0.0039 -0.104
C -1.751699 -0.614840 -0.695957 0.0989 0.0872 -0.0331 -0.346
C -2.075497 -1.743198 -1.443131 0.0305 0.0138 0.0595 -0.084
C -3.138935 -1.707015 -2.333479 -0.0593 -0.0683 -0.0214 -0.072
C -3.894708 -0.554153 -2.476282 0.0126 0.0135 -0.0012 -0.079
C -3.582802 0.571641 -1.727303 -0.0362 0.0277 0.0436 -0.070
C -2.513926 0.546487 -0.846657 0.0980 -0.1276 -0.0269 -0.094
H -1.489153 0.459017 5.173455 -0.0816 -0.0271 0.0165 0.119
H -2.695223 -1.699322 5.561403 -0.0388 0.0426 -0.0042 0.112
H -3.049569 -3.247829 3.670744 0.0101 -0.0015 0.0045 0.111
H -2.085392 -2.756749 1.459399 0.0575 -0.0165 -0.0030 0.117
H 0.725007 -2.678001 2.246899 0.0196 -0.0097 0.0232 0.105
H 2.304887 -4.509698 1.810058 0.0074 0.0143 0.0030 0.106
H 3.122205 -4.928668 -0.483488 -0.0215 -0.0156 -0.0025 0.106
H 2.327692 -3.517844 -2.352614 0.0249 0.0390 0.0051 0.111
H 0.773280 -1.655072 -1.918877 0.0121 -0.0237 -0.0160 0.097
H -1.492238 -2.649296 -1.341413 -0.0134 0.0000 -0.0108 0.102
H -3.379449 -2.586360 -2.917188 0.0114 -0.0037 0.0077 0.106
H -4.723466 -0.530287 -3.171790 0.0007 -0.0084 0.0011 0.105
H -4.176441 1.471578 -1.826685 0.0243 0.0034 -0.0127 0.107
H -2.263629 1.425455 -0.270197 -0.0546 0.0904 0.0246 0.091
S 0.798552 1.443469 -1.694806 -0.0337 0.0452 -0.1024 0.733
C 2.519285 1.295947 -1.952243 0.0976 0.2375 0.4070 -0.686
C 2.907298 0.836721 -3.242002 0.1449 -0.0928 -0.4068 -0.288
N 3.201458 0.489809 -4.299922 -0.0667 -0.0082 0.0867 0.169
C 3.466859 1.604248 -1.027756 -0.3101 -0.0607 -0.0294 -0.696
S 3.132334 2.165804 0.589382 0.0037 -0.2446 -0.1766 0.790
C 4.848923 1.468725 -1.350350 0.3626 -0.0510 -0.1194 -0.279
N 5.973466 1.384203 -1.579743 -0.0766 0.0144 -0.0022 0.173
N 0.000406 4.882861 -2.211524 0.0951 -0.0850 -0.0998 0.118
C 0.873279 4.615774 -1.238536 0.1717 0.2236 0.2329 -0.909
N 2.169860 4.639444 -1.509402 -0.0408 -0.0615 -0.1343 0.135
S 0.314091 4.368177 0.358296 -0.2130 -0.2293 0.0745 0.741
H 0.289236 4.876998 -3.176629 -0.0301 0.0409 -0.0068 0.118
H -0.970367 4.725813 -2.008734 -0.0428 0.0129 0.0212 0.101
H 2.511948 4.664811 -2.456778 0.0315 -0.0202 0.0034 0.129
H 2.804347 4.360181 -0.774434 0.0293 -0.0590 0.0481 0.060



(2)
57
Properties=species:S:1:pos:R:3:forces:R:3:lowdin_charge:R:1 method="wB97M-V/def2-TZVPD" max_force_ev_per_a=4.07 de_lowest_ev=1.5389 homo_lumo_gap_ha="0.1024 / 0.1997" spin_multiplicity=2 e_homo_ev="0.99 / -1.66" total_charge=-2 lumo_ev="3.78 / 3.78" energy_ha=-7600.94305
Ce 0.318189 0.242798 0.518514 -2.3810 0.6487 0.7823 0.848
F 1.573289 0.242898 6.300314 0.5434 -0.0006 0.9699 0.035
C 0.684889 0.242898 5.299314 -0.6126 -0.0805 -1.2407 -0.327
C 1.119789 0.242798 3.993714 -0.7874 -0.1688 0.1404 -0.083
C 0.162889 0.242798 2.980014 -1.0774 -0.2504 -1.6467 -0.207
C -1.269811 0.242798 3.161314 -0.4085 -0.0036 0.0458 -0.079
C -1.610711 0.242898 4.537514 1.5091 0.0438 -0.2257 -0.243
F -2.883811 0.242998 4.954714 -0.7556 -0.0032 0.5854 0.024
C -0.668211 0.242898 5.580214 -0.6538 0.0131 -0.1656 0.024
C -2.391511 0.242798 2.035814 -0.4626 -0.0329 1.7309 -0.184
C -3.753411 0.242698 2.375314 -0.0957 0.0317 -0.0955 -0.059
C -4.761711 0.242698 1.399214 -0.4209 -0.0009 1.6372 -0.152
C -4.427511 0.242698 0.059114 1.1338 -0.0508 -1.3057 -0.133
C -3.090111 0.242798 -0.253086 -0.8814 -0.2138 -0.2233 -0.173
N -2.106411 0.242798 0.673814 2.1709 -0.8664 0.9926 -0.103
H 2.177089 0.242798 3.756714 -0.0107 0.0839 0.0162 0.091
H -1.007511 0.242898 6.611014 -0.0802 0.0159 -0.1290 0.109
H -4.106111 0.242598 3.396414 0.2996 0.0159 -0.1702 0.084
H -5.805611 0.242598 1.702214 0.1276 0.0061 0.0982 0.069
H -5.185011 0.242698 -0.714986 0.1041 0.0096 -0.0947 0.081
H -2.751611 0.242798 -1.284786 0.0015 0.0350 0.0984 0.100
Cl 6.027389 -4.608902 0.518514 -0.2801 0.1292 0.0032 0.596
C 4.446489 -3.864802 0.518514 0.1543 -0.1293 0.0339 -0.716
C 4.328889 -2.470202 0.518514 -0.8626 0.0812 0.0149 -0.675
Cl 5.756989 -1.467302 0.518514 -0.4231 -0.2505 -0.0243 0.641
C 3.048989 -1.885602 0.518514 1.3804 -0.5913 -0.5255 -0.484
Cl 2.877089 -0.147402 0.518514 2.2294 -0.8101 0.6371 0.809
C 1.844489 -2.636002 0.518514 0.0383 -0.1684 0.0328 -0.455
O 0.708389 -2.048902 0.518514 0.4676 -0.6571 0.1185 -0.204
C 2.017789 -4.052502 0.518514 0.3861 -0.8616 0.0222 -0.557
Cl 0.592089 -5.084202 0.518514 0.5081 0.6886 -0.0047 0.649
C 3.292489 -4.661502 0.518514 -0.6214 0.6426 -0.0145 -0.687
Cl 3.442089 -6.403102 0.518514 -0.0497 0.5503 0.0041 0.612
Cl 0.780389 5.411098 0.704514 -0.4563 -0.3287 -0.1965 0.537
C -0.748111 4.682398 0.089314 0.1194 0.5194 0.1852 -1.419
Cl -1.000511 5.286398 -1.591086 0.0419 -0.2856 0.4612 0.533
Cl -2.094211 5.286398 1.126414 0.3888 -0.3074 -0.3665 0.544
C -0.732711 3.110498 0.095514 -2.3348 -2.0672 -1.0127 -0.724
O -1.787711 2.536798 -0.329086 2.8796 2.8037 0.6247 -0.041
O 0.318189 2.535198 0.518514 -1.2099 2.3595 -0.8457 -0.254
C 0.918689 1.886498 -4.663686 0.1966 0.5527 -0.6753 -0.254
Ge 0.297189 0.185298 -3.958486 -0.0651 -0.0091 1.8980 0.666
C 1.466689 -1.237902 -4.578486 0.3565 -0.4489 -0.3959 -0.250
C -1.514311 -0.148902 -4.578486 -0.5454 -0.1062 -0.3750 -0.249
C 0.318189 0.242798 -2.015686 -0.0601 -0.1659 0.0587 -0.353
H 0.906289 1.852598 -5.772386 0.1027 0.2695 0.4225 0.003
H 1.952689 2.076598 -4.310086 -0.5834 -0.0206 -0.2074 0.018
H 0.250589 2.698398 -4.310086 0.4360 -0.4068 -0.1911 0.017
H 1.453789 -1.268802 -5.687186 0.1570 -0.1302 0.5037 0.007
H 1.111489 -2.208802 -4.176486 0.2806 0.5229 -0.2325 0.021
H 2.500489 -1.046002 -4.225086 -0.5223 -0.2121 -0.2278 0.017
H -1.524411 -0.180902 -5.687186 -0.1925 -0.0023 0.5005 0.006
H -2.181011 0.664198 -4.225086 0.2824 -0.5033 -0.2177 0.020
H -1.868611 -1.120102 -4.176486 0.1209 0.5781 -0.2330 0.021
H -0.349411 1.055798 -1.663786 0.2067 0.1495 -0.4202 -0.055
H 1.352589 0.434098 -1.663786 0.0041 0.3316 -0.4063 -0.073
H 1.573489 1.498098 1.773814 0.2070 -0.9479 -0.7489 0.013



(3)
51
Properties=species:S:1:pos:R:3:forces:R:3:lowdin_charge:R:1 method="wB97M-V/def2-TZVPD" max_force_ev_per_a=0.67 smiles="O=C(COc1ccccc1Cl)Nc1ccc(C(=O)O)cc1NC(=O)COc1ccccc1Cl" de_lowest_ev=0.0329 homo_lumo_gap_ha=0.3279 e_homo_ev=-8.51 lumo_ev=0.41 energy_ha=-2368.66917
O -1.840092 -0.686295 4.400558 -0.1250 -0.0609 0.2569 0.086
C -0.983895 -0.323897 3.627667 0.4828 -0.1451 -0.0359 -0.421
C 0.514750 -0.432754 3.950902 -0.1351 -0.0029 0.3994 -0.080
O 1.162541 -0.903821 2.789266 0.2273 -0.0339 -0.0779 -0.077
C 2.503070 -0.761350 2.658178 0.1493 0.0023 -0.1220 -0.291
C 3.372461 -0.332509 3.653566 -0.2988 -0.0310 0.0499 -0.011
C 4.729780 -0.225303 3.399134 0.0751 -0.0008 -0.0684 -0.080
C 5.242444 -0.545512 2.156392 0.0805 0.0268 0.0342 -0.093
C 4.391671 -0.984583 1.154502 -0.1054 0.0181 0.0909 -0.102
C 3.039545 -1.090244 1.407472 -0.1117 0.0332 0.1438 -0.563
Cl 1.965605 -1.650775 0.174315 -0.0541 -0.1814 -0.1835 0.772
N -1.159646 0.219083 2.401129 0.3502 0.1711 -0.3644 0.156
C -2.327313 0.408135 1.682760 -0.3255 0.0152 -0.0992 -0.122
C -3.579951 0.293414 2.292442 0.0382 -0.0058 0.1340 0.019
C -4.746581 0.449621 1.578559 0.0321 0.0690 -0.3574 0.000
C -4.688764 0.726576 0.214423 0.2451 -0.1024 0.2566 -0.137
C -5.900056 0.900338 -0.609953 -0.1445 0.1199 -0.5424 -0.491
O -5.897405 1.146233 -1.791722 0.0555 -0.0190 0.0274 0.103
O -7.041657 0.761097 0.083124 -0.2744 -0.0905 0.4284 0.107
C -3.449072 0.841916 -0.403852 -0.1941 0.0174 0.2023 0.056
C -2.264513 0.698793 0.304642 -0.4514 0.0671 0.4254 -0.115
N -1.088761 0.809146 -0.468207 -0.1231 -0.1895 -0.6339 0.172
C 0.165571 1.207738 -0.209838 0.1146 0.0277 -0.2956 -0.433
O 0.642694 1.479092 0.881476 0.2059 0.2052 -0.0233 0.054
C 1.044790 1.298016 -1.459733 0.3765 0.1523 0.3500 -0.092
O 0.294037 1.018222 -2.617765 0.0601 -0.0325 -0.2353 -0.091
C 0.810841 0.193956 -3.573926 -0.1356 -0.1830 -0.1848 -0.285
C 2.163230 0.059932 -3.856519 -0.1141 0.1572 0.1730 -0.012
C 2.580461 -0.781056 -4.874711 -0.0150 -0.0463 -0.0245 -0.077
C 1.659023 -1.489349 -5.623691 0.0288 -0.0183 -0.0355 -0.086
C 0.305637 -1.361430 -5.356641 0.0258 0.0531 0.0786 -0.097
C -0.112141 -0.529941 -4.335892 0.1241 0.1486 0.1374 -0.570
Cl -1.795357 -0.368819 -3.970212 -0.1528 -0.0429 -0.0259 0.743
H 0.878960 0.565026 4.230177 0.0114 -0.0810 -0.0255 0.143
H 0.651338 -1.120036 4.794021 -0.0855 0.1170 -0.1339 0.144
H 2.994499 -0.088775 4.633680 -0.0635 0.0208 0.0907 0.109
H 5.387801 0.109752 4.186198 0.0524 0.0299 0.0704 0.106
H 6.299854 -0.460373 1.962337 0.1037 0.0067 -0.0151 0.102
H 4.771879 -1.246843 0.179835 0.0005 -0.0392 -0.1026 0.105
H -0.306561 0.554451 1.935856 -0.1907 -0.1002 0.1315 0.092
H -3.612044 0.060494 3.343872 0.0132 0.0118 0.0117 0.105
H -5.702650 0.354765 2.066712 -0.0611 -0.0111 0.0683 0.118
H -7.798728 0.886227 -0.509698 0.3001 0.0230 -0.1086 0.133
H -3.426595 1.046193 -1.464857 0.0383 0.0502 -0.1006 0.121
H -1.271554 0.701525 -1.465451 0.1495 -0.0380 0.2456 0.103
H 1.465552 2.310667 -1.505245 -0.0999 -0.1503 0.0359 0.151
H 1.866673 0.587092 -1.322847 -0.1558 0.0899 -0.0009 0.090
H 2.890947 0.622326 -3.292200 0.0519 0.0677 0.0687 0.117
H 3.634984 -0.874506 -5.083450 0.0930 -0.0043 -0.0138 0.106
H 1.987725 -2.141710 -6.417099 0.0285 -0.0610 -0.0749 0.105
H -0.425030 -1.909947 -5.929685 -0.0970 -0.0297 -0.0252 0.108